Record 1
2 unconnected molecules or ions with the total composition C6H10O3 in a non-equilibrium geometry, computed with ωB97M-V with the def2-TZVPD basis set.

Values from the calculation:
- SMILES string = C[C@H]1OC1(C)C.O=C=O
- frontier orbital gap (eV) = 10.6
- calculated total energy (Ha) = -460.340069
- charge = 0

Last column: natural (NBO) charge in e.
Cartesian coordinates (Å):
C -2.00721 0.94942 0.19078  -0.640
C -0.67722 0.90518 -0.52044  0.061
O 0.30641 1.89397 -0.08416  -0.504
C 0.60586 0.54716 0.09590  0.211
C 1.74361 0.00940 -0.80055  -0.635
C 0.67280 0.01292 1.51847  -0.631
H -2.49731 -0.01898 0.16272  0.223
H -1.87949 1.25774 1.22593  0.218
H -2.65977 1.67723 -0.30201  0.219
H -0.74100 0.87178 -1.60638  0.185
H 1.67513 0.41468 -1.80830  0.219
H 1.80621 -1.07055 -0.84950  0.207
H 2.67512 0.35081 -0.35998  0.217
H -0.08003 0.48190 2.14985  0.221
H 1.65557 0.23415 1.94116  0.218
H 0.52344 -1.06895 1.52088  0.207
O -1.25596 -1.77980 -1.03442  -0.517
C -0.35190 -2.46845 -0.85605  1.029
O 0.48574 -3.19962 -0.58391  -0.508

Atoms 1-2, force components in eV/Å:
C 0.2 0.2 -0.1
C 0.1 0.8 0.2

***

Record 2
A gas-phase ion, CH7NO3P (charge +1) in a non-equilibrium geometry, computed with ωB97M-V with the def2-TZVPD basis set.

Values from the calculation:
- SMILES string = [NH3+]COP(O)O
- frontier orbital gap (eV) = 10.8
- calculated total energy (Ha) = -663.929531
- charge = +1

Last column: natural (NBO) charge in e.
Cartesian coordinates (Å):
N -1.26404 0.28110 1.04722  -0.731
C -0.96013 -0.83516 0.02021  0.111
O 0.42134 -1.20803 0.14785  -0.805
P 1.80997 -0.33161 -0.17634  1.639
O 0.98278 1.10836 0.17239  -1.066
O 1.81037 -0.16091 -1.82368  -1.021
H -2.24208 0.66073 0.98684  0.444
H -0.50719 0.90765 0.78725  0.478
H -1.29908 -0.09357 2.01396  0.443
H -1.62357 -1.62694 0.11282  0.218
H -1.20125 -0.37695 -0.97014  0.209
H 1.41983 1.97013 0.04877  0.537
H 2.65304 -0.29480 -2.36716  0.544

Atoms 1-2, force components in eV/Å:
N -2.6 -2.1 0.4
C 1.9 2.3 -1.5